Below is a structure of composition C21H35CsN5O2S2Si at a distorted geometry, with properties calculated with the ωB97M-V functional and the def2-TZVPD basis.

Geometry as XYZ:
```
67
Properties=species:S:1:pos:R:3:forces:R:3
Cs 0.39557 1.69110 -0.14796 0.0011 0.9578 2.6351
C 2.83647 7.60400 -0.20776 0.0643 -0.1709 -0.1450
C 3.00807 6.46620 -1.21626 -0.1218 0.1963 0.0319
N 3.32547 5.19080 -0.62856 0.4666 0.1639 -0.3306
C 2.42817 4.53530 0.22314 0.4656 -0.4403 0.7316
S 0.79117 4.98750 0.14714 -1.2718 0.1088 -0.1631
N 3.01507 3.69030 1.02064 1.2534 0.3976 -0.6406
N 2.32407 2.73550 1.66874 -0.9948 0.1128 0.0264
C 2.87667 2.18840 2.72444 0.5080 -0.1137 0.4689
C 4.17557 2.72400 3.29874 -0.2178 0.0196 -0.2903
C 2.24217 1.07800 3.35504 0.8241 0.6570 -0.0167
C 2.80077 0.47120 4.51184 0.0648 -0.2358 0.3316
C 2.17877 -0.59190 5.10724 0.4175 0.2842 0.1450
C 0.98647 -1.07720 4.55144 -0.5412 -0.4102 -0.0011
C 0.50607 -0.43290 3.41894 0.0149 -0.0879 0.1919
N 1.07677 0.59370 2.83104 -0.7298 -0.0912 -0.6526
H 2.53937 8.51740 -0.71826 -0.0290 0.2612 -0.0655
H 3.75997 7.78410 0.33944 0.1650 0.0600 0.0794
H 2.05467 7.32280 0.49114 -0.0610 0.0337 0.1017
H 3.80567 6.71500 -1.92826 -0.0737 -0.0594 -0.0053
H 2.06907 6.34670 -1.76426 0.1546 0.0799 -0.0204
H 4.28017 5.09090 -0.30846 -0.0961 -0.1091 0.0500
H 4.52267 3.52560 2.64784 0.0085 -0.0163 0.1053
H 4.94917 1.95660 3.34214 0.0784 -0.1038 0.0882
H 4.01957 3.11750 4.30454 0.0771 0.0334 0.1488
H 3.72767 0.84400 4.92264 0.0531 0.0715 0.0434
H 2.59137 -1.04630 6.00304 0.0765 0.0028 -0.0296
H 0.46987 -1.92450 4.97854 -0.1080 -0.0649 -0.0214
H -0.41863 -0.77430 2.96084 -0.1090 -0.1350 -0.0490
C -1.24083 -1.21490 -3.51796 0.0391 0.0201 0.6772
S -1.18223 0.30610 -2.57266 -0.6623 -0.2382 -2.1400
C -1.57183 1.49490 -3.94226 -0.0556 -0.4324 0.8097
O 0.25537 0.57500 -2.33056 0.8795 -0.9879 -1.8409
H -2.25153 -1.36230 -3.87976 -0.3309 -0.0431 -0.1496
H -0.99893 -2.06600 -2.66526 -0.1343 0.5679 -0.7099
H -0.52053 -1.17110 -4.32606 0.1964 0.1691 -0.2263
H -2.61883 1.38630 -4.19516 -0.2544 0.0176 -0.1332
H -0.93043 1.26260 -4.78706 0.0968 -0.0766 0.0023
H -1.38143 2.49920 -3.57266 0.0127 0.0537 0.0709
O -3.84663 1.26730 -1.11936 -0.2908 -0.6446 0.1196
N -4.08623 0.00500 -1.03846 -0.0322 0.0287 -0.0975
C -3.90333 -0.68180 0.12914 0.1078 0.8324 -0.2242
C -4.14863 -2.02090 0.22034 -0.5725 -0.9694 -0.6366
C -4.61983 -2.73670 -0.89166 0.3621 0.8707 0.0297
C -4.77453 -2.02750 -2.08676 -0.0773 -0.9165 0.6648
C -4.50723 -0.69070 -2.13796 0.2205 0.7570 0.2623
H -3.53403 -0.08410 0.94954 0.0183 0.0647 -0.1083
H -3.95983 -2.52640 1.15594 0.0571 0.0388 0.0352
H -4.77893 -3.80060 -0.84966 -0.0426 -0.1131 0.0469
H -5.09103 -2.53180 -2.98916 0.0113 0.0233 -0.0318
H -4.59793 -0.09740 -3.03406 0.0254 0.1118 0.0634
C 1.24067 -4.85360 -0.62146 -0.4911 0.2226 0.0696
Si -0.62423 -4.40340 -0.60776 0.2652 -0.4645 -0.0723
C -1.28763 -5.02740 1.11794 0.1629 0.4545 -0.4208
C -1.37653 -5.71240 -1.81376 0.1074 0.3492 0.2986
C -0.91053 -2.69500 -1.17576 0.1586 -1.0320 1.1064
H 1.42717 -5.90790 -0.42606 -0.0721 -0.1951 0.0545
H 1.79037 -4.27420 0.11354 0.1085 0.1425 0.1942
H 1.65717 -4.61460 -1.59466 0.0914 0.0665 -0.2631
H -1.00923 -6.04490 1.39394 0.0969 -0.1602 -0.1490
H -2.37583 -4.96960 1.13134 -0.2456 -0.0104 -0.0188
H -0.93283 -4.36520 1.90664 0.0854 0.1137 0.0965
H -1.29133 -6.73020 -1.43916 0.0341 -0.1949 0.1904
H -0.87353 -5.67930 -2.77606 0.1304 0.1169 -0.2138
H -2.42923 -5.51500 -1.99616 -0.3125 0.0671 -0.0471
H -0.15983 -1.99870 -0.77956 0.0573 -0.0593 0.0022
H -1.89323 -2.32220 -0.88056 -0.0905 0.0473 -0.0589
```
Forces are in eV/Å.

Its spin multiplicity is 2. For the HOMO-LUMO gap (alpha / beta), the calculation gives 2.3 / 4.6 eV. As for the HOMO energy (alpha / beta): 1.46 / -0.90 eV. The calculation puts the energy above the lowest of the compared OMol25 structures with the same formula, charge and spin at 196.8 kJ/mol. The expectation value of S² is 0.7803. Its net charge is -2. The calculation puts the LUMO energy (alpha / beta) at 0.137 / 0.137 hartree.